<A>
The following is a DFT calculation (ωB97M-V with the def2-TZVPD basis set) of 2 unconnected molecules or ions with the total composition CH7N3.

HOMO level = -9.39 eV
charge = 0
SMILES = [H]/N=C/N.N
spin multiplicity = 1

Atoms and positions in Å:
H -1.593 -0.654 3.190
N -1.589 -0.666 2.180
C -1.260 0.479 1.744
N -1.292 0.844 0.438
H -0.921 1.272 2.415
H -0.663 1.586 0.181
H -1.606 0.160 -0.228
N 2.280 -0.495 -2.494
H 3.163 -0.976 -2.442
H 1.766 -0.819 -3.299
H 1.714 -0.731 -1.685

These are the Löwdin partial charges, in e, on atoms 1 to 4: atom 1 (H): 0.022, atom 2 (N): 0.046, atom 3 (C): -0.424, atom 4 (N): 0.069

***

<B>
The following is a DFT calculation (ωB97M-V with the def2-TZVPD basis set) of 2 unconnected molecules or ions with the total composition CH7N3.

HOMO level = -9.01 eV
charge = 0
SMILES = [H]/N=C/N.N
spin multiplicity = 1

Atoms and positions in Å:
H -0.414 -1.328 0.371
N 0.470 -0.958 0.717
C 0.880 -1.612 1.732
N 1.110 -1.075 3.022
H 0.956 -2.699 1.591
H 1.708 -0.254 3.059
H 0.213 -0.723 3.324
N -1.234 1.903 -3.435
H -0.918 2.085 -4.375
H -0.642 2.319 -2.729
H -2.130 2.342 -3.276

These are the Löwdin partial charges, in e, on atoms 1 to 4: atom 1 (H): 0.049, atom 2 (N): 0.046, atom 3 (C): -0.359, atom 4 (N): 0.018

***

The least stable of them is <B>.

***

<A>
The following is a DFT calculation (ωB97M-V with the def2-TZVPD basis set) of 2 unconnected molecules or ions with the total composition C2H2F2S2.

HOMO level (alpha / beta) = -9.32 / -9.32 eV
charge = 0
spin multiplicity = 1

Atoms and positions in Å:
C -0.630 -0.564 0.190
C -0.198 0.646 0.347
F -1.862 -0.981 0.451
F 2.004 0.445 -0.845
S 0.479 -1.651 -0.569
S 0.105 2.141 0.917
H -0.399 -2.604 -0.149
H 0.501 2.570 -0.341

These are the Löwdin partial charges, in e, on atoms 1 to 4: atom 1 (C): -0.754, atom 2 (C): -0.461, atom 3 (F): 0.060, atom 4 (F): -0.618

***

<B>
The following is a DFT calculation (ωB97M-V with the def2-TZVPD basis set) of 2 unconnected molecules or ions with the total composition C2H2F2S2.

HOMO level = -9.40 eV
charge = 0
spin multiplicity = 1

Atoms and positions in Å:
C 0.593 -0.499 0.117
C -0.675 -0.311 -0.027
F 0.947 -1.765 0.346
F -0.672 2.171 0.061
S 1.641 0.938 0.049
S -2.269 -0.330 0.182
H 2.793 0.290 0.424
H -2.358 -0.494 -1.151

These are the Löwdin partial charges, in e, on atoms 1 to 4: atom 1 (C): -0.694, atom 2 (C): -0.476, atom 3 (F): 0.060, atom 4 (F): -0.621

***

The least stable of them is <B>.

***

<A>
The following is a DFT calculation (ωB97M-V with the def2-TZVPD basis set) of a single C21H28N2O3S molecule.

HOMO level = -7.96 eV
charge = 0
spin multiplicity = 1

Atoms and positions in Å:
C -6.635 -2.134 0.517
C -5.216 -1.892 0.099
C -4.703 -0.608 0.023
C -3.385 -0.390 -0.374
C -2.571 -1.475 -0.699
C -3.081 -2.756 -0.623
C -4.391 -2.964 -0.227
H -4.783 -3.970 -0.170
H -2.455 -3.600 -0.872
H -1.555 -1.289 -1.008
C -2.849 0.950 -0.445
N -1.637 1.274 -0.802
C -1.575 2.638 -0.708
C -2.789 3.095 -0.263
O -3.599 2.022 -0.112
C -3.284 4.454 0.061
H -3.164 5.120 -0.793
H -4.334 4.405 0.335
H -2.710 4.856 0.895
C -0.337 3.393 -0.930
H 0.334 2.915 -1.635
H -0.541 4.421 -1.222
S 0.594 3.505 0.695
O -0.445 3.756 1.702
C 0.945 1.684 0.797
C 2.117 1.495 -0.130
O 2.620 2.474 -0.662
N 2.543 0.242 -0.369
C 2.058 -0.956 0.273
H 1.153 -0.744 0.839
C 3.139 -1.545 1.189
C 2.638 -2.822 1.854
H 3.402 -3.234 2.508
H 1.748 -2.624 2.446
H 2.390 -3.570 1.103
C 4.403 -1.801 0.366
C 4.867 -0.525 -0.340
C 6.095 -0.783 -1.205
H 5.871 -1.518 -1.976
H 6.419 0.135 -1.688
H 6.914 -1.162 -0.599
C 3.717 0.024 -1.190
H 3.989 0.981 -1.638
H 3.467 -0.688 -1.984
H 5.116 0.226 0.418
H 5.197 -2.173 1.016
H 4.195 -2.572 -0.381
H 3.369 -0.805 1.964
H 1.811 -1.687 -0.507
H 0.058 1.133 0.484
H 1.186 1.461 1.836
H -5.323 0.240 0.273
H -7.110 -1.211 0.837
H -7.206 -2.548 -0.313
H -6.674 -2.851 1.336

These are the Löwdin partial charges, in e, on atoms 1 to 4: atom 1 (C): -0.050, atom 2 (C): -0.271, atom 3 (C): 0.022, atom 4 (C): -0.136

***

<B>
The following is a DFT calculation (ωB97M-V with the def2-TZVPD basis set) of a single C21H28N2O3S molecule.

HOMO level = -9.14 eV
charge = 0
SMILES = Cc1ccc(CNC(=O)CCc2ccc(S(=O)(=O)NCC(C)C)cc2)cc1
spin multiplicity = 1

Atoms and positions in Å:
C 3.771 -3.033 -0.835
C 3.066 -1.782 -0.411
C 3.482 -0.541 -0.879
C 2.822 0.616 -0.508
C 1.719 0.566 0.334
C 0.967 1.820 0.681
N 0.643 1.896 2.091
C 0.244 3.047 2.678
O 0.308 4.127 2.131
C -0.324 2.850 4.078
C -1.857 2.709 3.971
C -2.202 1.719 2.896
C -2.096 0.351 3.130
C -2.268 -0.555 2.096
C -2.556 -0.088 0.829
S -2.587 -1.229 -0.542
O -2.791 -2.560 -0.045
O -3.444 -0.718 -1.572
N -0.988 -1.110 -1.011
C -0.655 -0.442 -2.247
C -0.613 -1.371 -3.467
C -0.500 -0.541 -4.742
C 0.554 -2.351 -3.363
C -2.707 1.262 0.584
C -2.532 2.164 1.619
C 1.299 -0.673 0.802
C 1.968 -1.828 0.438
H 4.847 -2.879 -0.865
H 3.447 -3.324 -1.835
H 3.551 -3.853 -0.156
H 4.336 -0.481 -1.539
H 3.164 1.570 -0.882
H 0.036 1.847 0.092
H 1.547 2.712 0.429
H 0.476 1.021 2.560
H 0.107 1.961 4.539
H -0.083 3.721 4.686
H -2.280 3.683 3.722
H -2.256 2.390 4.936
H -1.865 -0.004 4.124
H -2.183 -1.619 2.249
H -0.501 -1.980 -0.869
H 0.314 0.054 -2.119
H -1.427 0.314 -2.394
H -1.555 -1.931 -3.488
H -0.471 -1.187 -5.615
H -1.351 0.128 -4.838
H 0.411 0.056 -4.724
H 0.591 -2.987 -4.244
H 0.457 -2.992 -2.489
H 1.494 -1.806 -3.288
H -2.960 1.587 -0.413
H -2.624 3.223 1.433
H 0.429 -0.749 1.438
H 1.627 -2.781 0.816

These are the Löwdin partial charges, in e, on atoms 1 to 4: atom 1 (C): -0.047, atom 2 (C): -0.288, atom 3 (C): -0.045, atom 4 (C): -0.034

***

The least stable of them is <A>.

***

<A>
The following is a DFT calculation (ωB97M-V with the def2-TZVPD basis set) of 2 unconnected molecules or ions with the total composition C3H8NOP.

HOMO level = -7.66 eV
charge = 0
spin multiplicity = 1

Atoms and positions in Å:
C -0.545 0.619 0.833
C -2.592 -0.319 -0.145
C 2.439 0.000 -0.743
N -1.136 -0.203 0.074
O -0.759 1.499 1.575
P 1.767 -0.364 0.934
H -2.941 -1.311 -0.032
H -3.062 0.053 0.649
H -2.930 0.022 -1.124
H 2.568 -0.844 -1.421
H 3.430 0.335 -0.661
H 1.982 0.739 -1.386
H -0.528 -0.983 -0.131
H 2.307 0.757 1.579

These are the Löwdin partial charges, in e, on atoms 1 to 4: atom 1 (C): -0.523, atom 2 (C): -0.019, atom 3 (C): -0.478, atom 4 (N): -0.010

***

<B>
The following is a DFT calculation (ωB97M-V with the def2-TZVPD basis set) of a single C3H8NOP molecule.

HOMO level (alpha / beta) = -7.41 / -7.40 eV
charge = 0
spin multiplicity = 1

Atoms and positions in Å:
C 0.310 1.861 -0.346
C 1.589 -0.032 0.525
C -1.080 -1.735 -0.224
N 0.349 0.631 0.013
O -2.282 0.727 -0.151
P -1.298 -0.013 0.621
H 1.170 2.503 -0.385
H -0.561 2.471 -0.472
H 2.344 -0.105 -0.237
H 1.880 0.641 1.269
H 1.106 -0.989 0.698
H -2.057 -2.018 -0.305
H -0.867 -1.422 -1.169
H -0.602 -2.519 0.163

These are the Löwdin partial charges, in e, on atoms 1 to 4: atom 1 (C): 0.015, atom 2 (C): -0.030, atom 3 (C): -0.220, atom 4 (N): -0.297

***

The least stable of them is <A>.

***

<A>
The following is a DFT calculation (ωB97M-V with the def2-TZVPD basis set) of a molecular structure, C4H12N4.

HOMO level = -18.87 eV
charge = +2
spin multiplicity = 1

Atoms and positions in Å:
C 0.765 0.509 -0.669
C -2.810 0.814 1.304
C 2.482 0.256 -2.294
C -1.967 -0.076 2.099
N -0.209 0.271 0.186
N 1.636 -0.294 -1.263
N 1.713 -1.601 -1.103
N -0.433 -0.454 1.144
H 0.759 1.542 -1.013
H -3.226 0.336 0.416
H -3.663 1.066 1.949
H -2.319 1.748 1.035
H 2.695 1.309 -2.104
H 3.427 -0.291 -2.344
H 1.994 0.186 -3.277
H -2.337 -1.083 2.272
H -1.468 0.352 2.966
H 1.058 -2.118 -0.530
H 2.253 -2.141 -1.774
H 0.242 -1.049 1.643

These are the Löwdin partial charges, in e, on atoms 1 to 4: atom 1 (C): -0.023, atom 2 (C): -0.088, atom 3 (C): 0.056, atom 4 (C): 0.014

***

<B>
The following is a DFT calculation (ωB97M-V with the def2-TZVPD basis set) of a gas-phase ion, C4H12N4 (charge +2).

HOMO level = -18.91 eV
charge = +2
SMILES = CN(C)/N=[N+](\C)C=[NH2+]
spin multiplicity = 1

Atoms and positions in Å:
C -1.935 1.736 -0.093
N -1.252 0.438 -0.052
C -2.219 -0.648 0.200
N -0.030 0.327 -0.273
N 0.814 -0.638 -0.254
C 0.964 -2.080 0.000
C 2.484 0.079 -0.137
N 2.640 1.257 0.160
H -2.562 1.766 -1.000
H -2.406 2.079 0.874
H -1.240 2.681 -0.208
H -3.184 -0.230 0.213
H -2.126 -1.302 -0.696
H -1.854 -1.215 0.990
H 0.027 -2.635 -0.103
H 1.422 -2.268 0.976
H 1.707 -2.367 -0.730
H 3.357 -0.500 -0.451
H 3.597 1.691 0.188
H 1.795 1.831 0.396

These are the Löwdin partial charges, in e, on atoms 1 to 4: atom 1 (C): 0.000, atom 2 (N): -0.157, atom 3 (C): 0.061, atom 4 (N): 0.088

***

The least stable of them is <B>.

***

<A>
The following is a DFT calculation (ωB97M-V with the def2-TZVPD basis set) of a gas-phase ion, C2H5N2Si (charge +1).

HOMO level = -15.11 eV
charge = +1
SMILES = C1=NC=[NH+][SiH2]1
spin multiplicity = 1

Atoms and positions in Å:
C -0.429 1.292 -0.079
N -1.388 0.452 0.064
C -1.211 -0.843 0.146
N 0.277 -1.141 -0.100
Si 1.236 0.362 0.124
H -0.699 2.327 -0.339
H -1.959 -1.690 0.389
H 0.577 -2.051 -0.114
H 1.498 0.701 -1.474
H 2.099 0.591 1.383

These are the Löwdin partial charges, in e, on atoms 1 to 4: atom 1 (C): -0.133, atom 2 (N): 0.009, atom 3 (C): 0.011, atom 4 (N): -0.049

***

<B>
The following is a DFT calculation (ωB97M-V with the def2-TZVPD basis set) of a gas-phase ion, C2H5N2Si (charge +1).

HOMO level = -14.94 eV
charge = +1
SMILES = C1=NC=[NH+][SiH2]1
spin multiplicity = 1

Atoms and positions in Å:
C -0.490 1.346 -0.146
N -1.384 0.506 0.154
C -1.057 -0.854 0.161
N 0.100 -1.131 -0.303
Si 1.187 0.417 -0.084
H -0.723 2.467 -0.221
H -1.871 -1.444 0.603
H 0.275 -2.130 -0.468
H 2.139 0.363 -1.255
H 1.823 0.459 1.558

These are the Löwdin partial charges, in e, on atoms 1 to 4: atom 1 (C): -0.184, atom 2 (N): 0.022, atom 3 (C): -0.147, atom 4 (N): 0.020

***

The least stable of them is <A>.